(1)
A single C4H8O2 molecule. Source: OMol25; level of theory: ωB97M-V/def2-TZVPD.

Each line ends with the Löwdin charge.
Positions of all 14 atoms, in Å:
O (1.365768, 0.034974, -0.400503)  -0.080
C (0.204758, -0.846444, -0.995607)  -0.123
C (0.901865, -0.067635, 1.011487)  -0.107
C (-0.631985, 0.098320, 1.189319)  -0.222
O (-1.143056, 0.834629, 0.112970)  -0.151
C (-0.880185, 0.158018, -1.137126)  -0.272
H (1.402285, 0.956168, -0.773063)  0.171
H (0.572299, -1.237093, -1.941893)  0.060
H (1.449215, 0.718689, 1.525382)  0.118
H (1.220744, -1.067326, 1.316030)  0.127
H (-0.835561, 0.691859, 2.092345)  0.125
H (-1.136997, -0.873020, 1.300580)  0.122
H (-1.760983, -0.408660, -1.464153)  0.118
H (-0.728168, 1.007523, -1.835766)  0.114

Force components x, y, z for each atom (eV/Å):
-0.4 -0.1 0.2
-0.3 -0.2 -0.5
0.2 0.2 0.3
0.3 0.0 0.2
0.0 0.0 -0.1
-0.2 -0.1 -0.4
-0.3 -0.5 0.7
0.0 0.2 -0.2
0.1 0.1 0.2
0.0 0.3 -0.1
0.2 -0.1 -0.2
0.3 0.2 -0.1
-0.1 0.2 -0.1
0.0 -0.2 0.0

As for the electronic energy: -8367.8453 eV. The net charge is 0. For the orbital gap, the calculation gives 7.8129 eV. For the max |F|, the calculation gives 0.88 eV Å⁻¹. As for the energy above the lowest of the compared OMol25 structures with the same formula, charge and spin: 5.436 eV.



(2)
A single C4H8O2 molecule. Source: OMol25; level of theory: ωB97M-V/def2-TZVPD.

Each line ends with the Löwdin charge.
Positions of all 14 atoms, in Å:
C (-1.851620, -0.304232, 0.591650)  0.000
C (-0.725719, 0.499435, -0.015820)  -0.376
O (-0.981767, 1.459476, -0.718339)  0.078
C (0.756397, 0.216349, 0.283678)  -0.386
C (1.395287, -0.760520, -0.715551)  -0.031
O (1.434581, 1.446542, 0.240654)  -0.031
H (-2.459972, -0.757150, -0.197357)  0.091
H (-2.498185, 0.410343, 1.113455)  0.094
H (-1.526771, -1.072267, 1.297151)  0.079
H (0.850802, -0.200137, 1.295591)  0.144
H (1.089371, -1.801458, -0.563973)  0.080
H (2.479289, -0.696924, -0.575472)  0.084
H (1.177376, -0.467706, -1.748350)  0.088
H (0.860928, 2.028255, -0.287323)  0.085

Force components x, y, z for each atom (eV/Å):
0.0 -0.1 0.0
-0.1 0.3 -0.2
0.1 -0.4 0.2
-0.1 -0.2 0.1
0.0 0.0 0.0
0.0 0.2 -0.1
0.2 0.0 0.1
0.1 -0.1 -0.1
0.1 0.1 -0.2
-0.1 0.1 -0.1
-0.1 0.2 0.0
-0.2 -0.1 0.0
0.0 0.0 0.2
0.2 0.0 0.0

As for the electronic energy: -8372.4775 eV. The net charge is 0. For the orbital gap, the calculation gives 10.9356 eV. For the max |F|, the calculation gives 0.46 eV Å⁻¹. As for the energy above the lowest of the compared OMol25 structures with the same formula, charge and spin: 0.804 eV.



(3)
2 unconnected molecules or ions with the total composition C4H8O2. Source: OMol25; level of theory: ωB97M-V/def2-TZVPD.

Each line ends with the Löwdin charge.
Positions of all 14 atoms, in Å:
C (2.461478, -0.580520, 0.613818)  -0.113
C (1.571612, -0.567981, 1.606812)  -0.082
C (-0.382433, 0.729872, 0.013414)  -0.182
O (-0.027733, -0.189977, -0.874236)  0.008
O (-1.619813, 1.138556, -0.147770)  -0.117
C (-2.552978, 0.618167, -1.106441)  -0.063
H (2.860663, 0.363917, 0.249863)  0.068
H (2.874457, -1.490725, 0.186422)  0.062
H (0.887952, -0.433671, -0.577107)  0.042
H (1.163518, -1.472440, 2.053551)  0.067
H (1.172579, 0.373142, 1.968094)  0.042
H (-3.424180, 1.273374, -1.034309)  0.090
H (-2.147652, 0.638749, -2.119204)  0.087
H (-2.837469, -0.400464, -0.832908)  0.091

Force components x, y, z for each atom (eV/Å):
0.3 0.0 0.5
0.3 -0.1 0.0
-0.3 0.2 -0.2
-0.1 0.2 0.2
0.3 0.1 0.2
-0.1 -0.2 -0.2
-0.1 -0.1 -0.1
-0.1 0.1 0.1
-0.7 0.0 -0.3
0.1 0.1 -0.2
0.2 -0.2 0.1
0.2 -0.2 -0.1
0.0 0.0 0.1
0.1 0.1 -0.1

As for the electronic energy: -8369.5330 eV. The net charge is 0. For the orbital gap, the calculation gives 9.6972 eV. For the max |F|, the calculation gives 0.72 eV Å⁻¹. As for the energy above the lowest of the compared OMol25 structures with the same formula, charge and spin: 3.749 eV.



(4)
A single C4H8O2 molecule. Source: OMol25; level of theory: ωB97M-V/def2-TZVPD.

Each line ends with the Löwdin charge.
Positions of all 14 atoms, in Å:
C (1.590643, 0.096895, -0.248200)  -0.032
C (0.211903, -0.098637, 0.359034)  -0.641
O (0.367985, -0.849665, 1.550986)  -0.040
C (-0.818341, -0.698823, -0.605273)  -0.079
O (-1.658122, 0.507338, -0.720180)  -0.068
C (-0.651368, 1.144457, 0.590031)  0.088
H (1.511242, 0.591343, -1.222730)  0.086
H (2.106029, -0.861311, -0.374957)  0.086
H (2.195278, 0.725989, 0.412594)  0.088
H (-0.335849, -0.516808, 2.128654)  0.083
H (-1.384081, -1.533479, -0.181110)  0.134
H (-0.468149, -0.951075, -1.609018)  0.130
H (-2.419240, 0.426946, -0.133254)  0.120
H (-0.247933, 2.016832, 0.053420)  0.045

Force components x, y, z for each atom (eV/Å):
0.1 0.1 0.0
0.0 0.1 -0.3
-0.2 0.0 0.1
0.1 -0.2 0.0
-0.2 0.1 0.2
0.2 0.1 -0.1
0.0 -0.1 0.1
-0.1 0.1 0.0
-0.1 -0.1 -0.1
0.2 -0.1 0.0
0.1 0.2 -0.1
-0.1 0.1 0.2
-0.2 -0.1 -0.2
0.0 -0.2 0.1

As for the electronic energy: -8368.4385 eV. The net charge is 0. For the orbital gap, the calculation gives 8.7328 eV. For the max |F|, the calculation gives 0.31 eV Å⁻¹. As for the energy above the lowest of the compared OMol25 structures with the same formula, charge and spin: 4.843 eV.



(5)
2 unconnected molecules or ions with the total composition C4H8O2. Source: OMol25; level of theory: ωB97M-V/def2-TZVPD.

Each line ends with the Löwdin charge.
Positions of all 14 atoms, in Å:
O (1.936591, 0.277826, 0.771585)  0.102
C (0.946121, -0.213441, 0.299134)  -0.426
C (0.321305, -1.321898, -0.432338)  -0.012
C (-0.454478, -0.011093, -0.084096)  -0.185
C (-0.701251, 1.044503, -1.144331)  -0.238
O (-0.643378, 2.337632, -0.588414)  -0.048
H (0.602006, -1.504821, -1.468524)  0.112
H (0.045868, -2.214107, 0.125954)  0.102
H (-1.221873, -0.091759, 0.684809)  0.143
H (0.030554, 0.919165, -1.959720)  0.128
H (-1.698984, 0.938020, -1.580027)  0.125
H (0.212161, 2.422454, -0.144782)  0.092
H (0.000680, -1.491446, 2.788073)  0.057
H (0.624679, -1.091034, 2.732678)  0.049

Force components x, y, z for each atom (eV/Å):
-0.5 -0.3 -0.3
0.3 0.2 0.1
0.1 -0.2 -0.1
-0.1 0.2 0.1
-0.1 -0.3 -0.2
0.2 0.1 0.1
0.0 0.1 0.1
0.0 0.2 -0.1
0.1 0.0 -0.1
-0.1 0.0 0.1
0.1 0.0 0.1
-0.2 0.1 0.0
0.0 0.0 0.0
-0.1 -0.1 0.1

As for the electronic energy: -8369.8133 eV. The net charge is 0. For the orbital gap, the calculation gives 10.1958 eV. For the max |F|, the calculation gives 0.60 eV Å⁻¹. As for the energy above the lowest of the compared OMol25 structures with the same formula, charge and spin: 3.468 eV.



(6)
A single C4H8O2 molecule at a distorted geometry. Source: OMol25; level of theory: ωB97M-V/def2-TZVPD.

Each line ends with the Löwdin charge.
Positions of all 14 atoms, in Å:
C (-0.090543, 1.895966, -1.059189)  -0.085
C (-0.670089, 0.515538, -0.705503)  -0.232
O (0.422509, -0.299266, -0.156497)  -0.195
C (0.555704, -1.727265, 0.374127)  -0.088
C (0.403620, -1.301485, 1.785241)  -0.287
O (-0.600983, -1.579104, 2.387556)  0.048
H (0.729094, 1.764610, -1.764435)  0.070
H (0.279753, 2.438119, -0.181498)  0.075
H (-0.846816, 2.553070, -1.519715)  0.079
H (-1.514958, 0.708913, -0.026335)  0.114
H (-1.065991, 0.036754, -1.605521)  0.109
H (1.523065, -2.309356, 0.258772)  0.136
H (-0.284538, -2.356279, 0.066909)  0.121
H (1.134292, -0.581570, 2.201992)  0.134

Force components x, y, z for each atom (eV/Å):
0.2 -0.3 0.0
0.0 -0.4 0.1
1.5 -0.5 -0.3
-0.7 1.3 -0.5
-1.0 -0.1 0.6
-0.1 0.0 0.7
0.1 0.1 0.0
0.0 -0.3 -0.1
0.1 -0.5 0.1
0.3 -0.7 0.3
0.0 0.0 0.1
-0.7 1.5 -0.9
0.1 0.2 0.1
0.2 -0.3 -0.2

As for the electronic energy: -8370.5044 eV. The net charge is 0. For the orbital gap, the calculation gives 10.5575 eV. For the max |F|, the calculation gives 1.91 eV Å⁻¹. As for the energy above the lowest of the compared OMol25 structures with the same formula, charge and spin: 2.777 eV.



(7)
A single C4H8O2 molecule. Source: OMol25; level of theory: ωB97M-V/def2-TZVPD.

Each line ends with the Löwdin charge.
Positions of all 14 atoms, in Å:
C (1.863513, -0.752066, -0.872211)  -0.060
C (1.048514, 0.122298, 0.059154)  -0.482
O (1.317779, 1.488509, -0.132630)  -0.016
C (-0.347431, -0.365866, 0.051417)  -0.010
O (-1.177856, 0.637455, 0.190346)  -0.121
C (-2.441286, 0.099899, 0.629004)  -0.061
H (1.639228, -1.799040, -0.647403)  0.079
H (2.931195, -0.564971, -0.757267)  0.080
H (1.567124, -0.549723, -1.905599)  0.086
H (1.272799, -0.181857, 1.111288)  0.159
H (0.496515, 1.966731, 0.049988)  0.085
H (-2.944319, -0.379620, -0.211181)  0.092
H (-3.006000, 0.929119, 1.046055)  0.089
H (-2.219770, -0.650869, 1.389043)  0.081

Force components x, y, z for each atom (eV/Å):
0.2 0.0 -0.1
0.1 -0.4 -0.1
-0.2 0.1 -0.1
0.2 0.3 0.2
0.3 -0.7 0.3
-0.5 0.0 0.1
0.1 0.2 -0.1
0.0 0.0 0.0
0.1 0.0 0.1
0.1 0.1 -0.1
0.2 0.0 0.0
0.0 0.2 0.1
-0.1 0.0 -0.1
-0.3 0.2 -0.1

As for the electronic energy: -8369.5179 eV. The net charge is 0. For the orbital gap, the calculation gives 9.4550 eV. For the max |F|, the calculation gives 0.78 eV Å⁻¹. As for the energy above the lowest of the compared OMol25 structures with the same formula, charge and spin: 3.764 eV.



(8)
A molecular structure, C4H8O2. Source: OMol25; level of theory: ωB97M-V/def2-TZVPD.

Each line ends with the Löwdin charge.
Positions of all 14 atoms, in Å:
C (0.474313, -0.307844, 1.151314)  -0.275
C (-0.229106, -1.321049, 0.447526)  -0.252
O (-0.540215, -1.007102, -0.882196)  -0.118
C (-0.982289, 0.325195, -1.007581)  -0.187
C (0.070691, 1.292879, -0.484461)  -0.124
O (0.474181, 0.978066, 0.861167)  -0.044
H (0.787079, -0.511967, 2.171738)  0.148
H (2.089428, -0.670721, 0.435430)  0.096
H (1.178265, -1.363730, 0.406388)  0.101
H (-0.926526, -1.960609, 0.985516)  0.126
H (-1.932731, 0.466441, -0.472579)  0.134
H (-1.140886, 0.518972, -2.073378)  0.132
H (-0.302963, 2.318731, -0.447250)  0.133
H (0.980759, 1.242736, -1.091635)  0.131

Force components x, y, z for each atom (eV/Å):
-0.2 -0.1 0.1
-0.3 0.2 0.1
0.0 -0.1 0.1
0.0 0.3 0.0
0.0 0.0 -0.2
0.0 -0.1 0.0
-0.1 0.0 -0.2
-0.1 0.0 0.0
0.4 0.1 0.0
0.2 0.0 -0.1
0.1 0.0 0.0
0.0 0.0 0.2
0.1 -0.1 0.0
-0.1 0.0 0.0

As for the electronic energy: -8366.6671 eV. The net charge is 0. For the orbital gap, the calculation gives 8.2611 eV. For the max |F|, the calculation gives 0.46 eV Å⁻¹. As for the energy above the lowest of the compared OMol25 structures with the same formula, charge and spin: 6.615 eV.



(9)
A molecular structure, C4H8O2. Source: OMol25; level of theory: ωB97M-V/def2-TZVPD.

Each line ends with the Löwdin charge.
Positions of all 14 atoms, in Å:
C (-0.898407, 0.756921, -1.353739)  -0.024
C (-0.838940, 0.216807, -0.075142)  -0.346
O (-0.715284, -1.346752, 0.339640)  -0.065
C (0.249195, -1.125479, 1.354001)  -0.142
C (0.602298, 0.015048, 0.446623)  -0.324
O (1.534654, -0.244909, -0.491793)  0.028
H (-0.197580, 0.426924, -2.114487)  0.058
H (-1.784465, 1.283543, -1.688836)  0.050
H (0.351268, 1.919875, -0.376407)  0.126
H (-1.528669, 0.627520, 0.661603)  0.144
H (0.983013, -1.932089, 1.430977)  0.127
H (-0.168998, -0.858310, 2.330927)  0.125
H (0.811797, 1.676349, 0.299119)  0.109
H (1.611796, -1.202854, -0.624824)  0.132

Force components x, y, z for each atom (eV/Å):
-0.1 -0.1 0.0
0.0 0.4 0.0
-0.2 -0.2 0.0
0.1 -0.1 0.2
0.0 0.0 -0.1
-0.1 -0.1 0.1
-0.1 0.1 0.1
0.1 0.0 0.1
0.0 -0.1 0.0
0.1 -0.1 -0.1
-0.1 0.1 0.0
0.0 -0.1 -0.2
0.0 0.1 -0.1
0.2 0.1 0.1

As for the electronic energy: -8365.8749 eV. The net charge is 0. For the orbital gap (spin up / spin down), the calculation gives 7.8976 / 7.8964 eV. For the max |F|, the calculation gives 0.38 eV Å⁻¹. As for the energy above the lowest of the compared OMol25 structures with the same formula, charge and spin: 7.407 eV.



(10)
A molecular structure, C4H8O2. Source: OMol25; level of theory: ωB97M-V/def2-TZVPD.

Each line ends with the Löwdin charge.
Positions of all 14 atoms, in Å:
O (-1.450233, -0.882728, -1.380511)  -0.057
C (-0.913504, 0.314489, -0.848880)  -0.232
C (-0.206327, 0.136034, 0.500091)  -0.234
C (0.744399, -1.061392, 0.490906)  -0.151
O (1.867302, -0.209185, 0.197904)  -0.108
C (1.101972, 0.943075, 0.575647)  -0.165
H (-2.393125, -0.931004, -1.209259)  0.087
H (-1.676354, 1.091311, -0.724401)  0.123
H (-0.180130, 0.664758, -1.584534)  0.126
H (-0.887661, 0.228156, 1.354791)  0.137
H (0.863336, -1.557468, 1.463984)  0.121
H (0.548308, -1.803073, -0.287268)  0.116
H (1.367480, 1.291763, 1.584506)  0.119
H (1.214538, 1.775265, -0.132976)  0.119

Force components x, y, z for each atom (eV/Å):
-0.2 -0.1 0.1
0.2 0.4 0.2
-0.1 0.0 0.0
-0.1 -0.4 0.0
0.2 0.0 0.0
-0.1 0.4 0.1
0.0 0.0 0.1
0.0 -0.1 -0.2
-0.1 0.0 0.1
0.1 -0.1 -0.2
0.0 0.1 -0.1
0.2 0.0 0.1
-0.1 -0.1 -0.2
0.0 -0.2 0.1

As for the electronic energy: -8371.0649 eV. The net charge is 0. For the orbital gap, the calculation gives 10.4457 eV. For the max |F|, the calculation gives 0.48 eV Å⁻¹. As for the energy above the lowest of the compared OMol25 structures with the same formula, charge and spin: 2.217 eV.



(11)
2 unconnected molecules or ions with the total composition C4H8O2. Source: OMol25; level of theory: ωB97M-V/def2-TZVPD.

Each line ends with the Löwdin charge.
Positions of all 14 atoms, in Å:
C (1.677360, -1.164307, 0.753109)  -0.121
C (0.853874, -0.176911, -0.023529)  -0.176
C (0.627152, 1.069183, 0.397914)  -0.235
O (-0.113255, 2.027238, -0.211013)  -0.017
H (2.453077, -1.619650, 0.126551)  0.068
H (2.176340, -0.680959, 1.600200)  0.071
H (1.066568, -1.984439, 1.153071)  0.067
H (0.440291, -0.504279, -0.977256)  0.096
H (1.041922, 1.437755, 1.334971)  0.121
H (-0.554692, 1.646468, -0.993269)  0.059
C (-2.424295, -0.002978, -0.775825)  -0.097
O (-1.916717, 0.516852, -1.743598)  -0.018
H (-2.189360, 0.322584, 0.252189)  0.092
H (-3.141221, -0.835350, -0.886236)  0.090

Force components x, y, z for each atom (eV/Å):
0.1 0.0 0.1
-0.1 0.2 0.0
0.2 -0.2 0.1
-0.1 -0.1 -0.2
-0.1 0.1 0.1
-0.1 -0.1 -0.1
0.1 0.1 -0.1
0.0 0.1 0.1
0.0 -0.1 -0.1
0.0 0.1 0.1
0.1 0.1 -0.3
-0.3 -0.3 0.4
0.0 0.0 -0.1
0.0 0.1 0.0

As for the electronic energy: -8371.1868 eV. The net charge is 0. For the orbital gap, the calculation gives 8.9070 eV. For the max |F|, the calculation gives 0.57 eV Å⁻¹. As for the energy above the lowest of the compared OMol25 structures with the same formula, charge and spin: 2.095 eV.



(12)
A molecular structure, C4H8O2. Source: OMol25; level of theory: ωB97M-V/def2-TZVPD.

Each line ends with the Löwdin charge.
Positions of all 14 atoms, in Å:
C (-1.054377, -1.068882, -0.335406)  -0.025
C (-0.224491, -0.035155, 0.398417)  -0.688
O (-0.605837, 0.132698, 1.744150)  0.003
C (1.200734, -0.020366, 0.153150)  0.109
C (-0.235305, 1.370500, -0.243264)  -0.026
O (1.080678, 1.345288, -1.126873)  -0.147
H (-0.923559, -2.075630, 0.086308)  0.085
H (-0.773346, -1.105360, -1.393420)  0.085
H (-2.107079, -0.781654, -0.275950)  0.091
H (-0.703997, -0.746484, 2.131595)  0.103
H (1.824416, 0.449605, 0.905604)  0.127
H (1.714370, -0.676828, -0.548070)  0.117
H (0.040801, 2.114446, 0.512917)  0.070
H (0.766991, 1.097819, -2.009160)  0.095

Force components x, y, z for each atom (eV/Å):
0.0 -0.1 0.0
0.1 0.0 -0.3
0.0 -0.2 0.1
0.2 -0.1 0.0
-0.1 0.2 0.1
-0.1 -0.1 -0.2
0.0 0.1 0.0
0.0 0.0 0.1
0.1 0.0 0.0
0.0 0.2 0.0
-0.1 0.0 -0.1
-0.1 0.1 0.1
0.0 -0.1 -0.1
0.1 0.1 0.2

As for the electronic energy: -8367.1378 eV. The net charge is 0. For the orbital gap, the calculation gives 7.1523 eV. For the max |F|, the calculation gives 0.30 eV Å⁻¹. As for the energy above the lowest of the compared OMol25 structures with the same formula, charge and spin: 6.144 eV.